P) Computed, not measured: the molecule C3HNO2, with the ωB97M-V functional and the def2-TZVPD basis.

HOMO energy, eV: -11.23
Orbital gap, Eh: 0.349
Structure (SMILES): N#CC(=O)C=O

```
7
Properties=species:S:1:pos:R:3:mulliken_charge:R:1
N -0.194 -2.418 1.272 -0.323
C -0.085 -1.378 0.773 0.210
C 0.162 -0.295 -0.201 0.499
O 0.565 -0.649 -1.282 -0.380
C -0.080 1.232 -0.137 0.064
O -0.884 1.833 0.514 -0.394
H 0.535 1.673 -0.947 0.324
```

Q) Computed, not measured: the molecule C3HNO2, with the ωB97M-V functional and the def2-TZVPD basis.

HOMO energy, eV: -10.27
Orbital gap, Eh: 0.354
Structure (SMILES): C#CON=C=O

```
7
Properties=species:S:1:pos:R:3:mulliken_charge:R:1
C 1.607 -0.977 0.250 -0.160
C 1.372 0.232 0.129 -0.028
O 0.477 1.374 -0.168 -0.134
N -0.789 1.238 0.225 -0.195
C -1.619 0.410 -0.087 0.594
O -2.595 -0.250 -0.075 -0.379
H 1.547 -2.028 -0.274 0.302
```

Least stable structure: Q)

P) Computed, not measured: a cluster of 8 separate species, C28H76N4O8 in total, with the ωB97M-V functional and the def2-TZVPD basis.

HOMO energy, eV: -8.80
Orbital gap, Eh: 0.343
Structure (SMILES): COC[C@H](C)N.COC[C@H](C)N.COC[C@H](C)N.COC[C@H](C)N.CC(C)O.CC(C)O.CC(C)O.CC(C)O

```
116
Properties=species:S:1:pos:R:3:mulliken_charge:R:1
C 3.869 -5.409 1.032 -0.630
O 2.907 -4.962 1.976 -0.409
C 2.292 -3.769 1.605 -0.159
C 1.218 -3.441 2.636 0.377
C -0.024 -4.324 2.435 -1.660
N 0.899 -1.993 2.549 -0.400
H 4.746 -4.759 1.130 0.219
H 3.445 -5.360 0.035 0.277
H 4.136 -6.417 1.291 0.296
H 2.922 -2.875 1.496 -0.111
H 1.796 -3.967 0.638 0.322
H 1.731 -3.667 3.593 0.474
H -0.760 -4.273 3.226 0.365
H 0.260 -5.338 2.446 0.609
H -0.503 -4.075 1.478 0.281
H 0.339 -1.739 3.386 0.314
H 1.781 -1.542 2.753 -0.007
C -6.016 1.095 2.376 -0.714
O -4.927 0.302 1.959 -0.105
C -4.946 -1.000 2.489 -1.179
C -3.812 -1.838 1.987 1.539
C -4.042 -3.300 2.311 -1.677
N -2.539 -1.360 2.479 -0.679
H -6.104 1.015 3.455 0.346
H -6.854 0.589 1.918 0.393
H -5.933 2.071 1.955 -0.001
H -4.905 -1.022 3.624 0.383
H -5.941 -1.487 2.279 0.319
H -3.865 -1.772 0.861 -0.056
H -4.971 -3.576 1.866 0.529
H -4.152 -3.453 3.396 0.323
H -3.211 -3.904 1.923 0.341
H -2.354 -0.393 2.248 0.257
H -1.808 -1.892 2.038 -0.038
C -5.969 4.688 0.216 -0.978
O -5.968 3.396 -0.311 -0.151
C -5.583 3.342 -1.653 -0.825
C -5.183 1.920 -1.972 0.346
C -3.917 1.541 -1.163 -1.046
N -5.128 1.781 -3.392 -0.658
H -6.153 4.750 1.265 0.291
H -6.720 5.303 -0.233 0.362
H -5.057 5.215 0.070 0.403
H -6.342 3.712 -2.352 0.374
H -4.686 4.005 -1.698 0.351
H -5.966 1.253 -1.600 0.218
H -4.111 1.664 -0.105 0.453
H -3.020 2.100 -1.466 0.212
H -3.763 0.470 -1.270 0.149
H -4.886 0.858 -3.726 0.211
H -4.592 2.480 -3.844 0.243
C 3.735 -2.218 -1.900 -0.605
O 4.523 -1.081 -1.594 -0.411
C 4.635 -1.012 -0.179 0.872
C 5.789 -0.082 0.137 0.096
C 7.077 -0.881 -0.195 -1.473
N 5.663 0.380 1.505 -0.465
H 2.834 -2.176 -1.266 0.131
H 4.249 -3.146 -1.631 0.311
H 3.459 -2.196 -2.923 0.302
H 3.725 -0.601 0.334 -0.471
H 4.839 -2.053 0.213 -0.033
H 5.589 0.735 -0.546 0.137
H 8.016 -0.327 -0.326 0.362
H 6.874 -1.364 -1.125 0.346
H 7.287 -1.705 0.499 0.379
H 5.907 1.357 1.603 0.254
H 6.237 -0.168 2.135 0.224
C 2.709 2.255 2.318 -0.586
C 3.091 1.334 3.433 0.851
C 2.217 1.388 4.599 -1.731
O 3.209 0.013 2.924 -0.549
H 2.930 3.285 2.623 0.541
H 1.665 2.117 2.094 -0.041
H 3.288 1.965 1.432 -0.106
H 4.101 1.573 3.796 0.207
H 2.156 2.410 4.982 0.432
H 2.600 0.681 5.321 0.414
H 1.208 1.124 4.364 0.287
H 4.038 -0.017 2.319 0.109
C -2.079 -1.093 -6.240 -1.411
C -2.258 -1.791 -4.929 0.593
C -1.883 -0.969 -3.745 -0.926
O -3.656 -2.106 -4.854 -0.573
H -2.758 -0.240 -6.271 0.321
H -2.226 -1.728 -7.105 0.356
H -1.050 -0.727 -6.292 0.343
H -1.662 -2.701 -4.904 0.262
H -0.824 -0.740 -3.763 0.315
H -2.079 -1.505 -2.786 0.216
H -2.401 -0.008 -3.690 0.180
H -3.803 -2.611 -4.068 0.323
C 1.589 4.482 -1.683 -1.181
C 3.040 4.472 -2.000 0.542
C 3.589 3.053 -2.133 -0.586
O 3.372 5.109 -3.258 -0.542
H 1.367 3.848 -0.810 0.096
H 1.009 4.083 -2.497 0.355
H 1.197 5.470 -1.450 0.459
H 3.481 4.952 -1.129 0.149
H 3.325 2.554 -1.216 -0.263
H 4.660 3.086 -2.209 0.452
H 3.099 2.498 -2.956 0.299
H 3.063 6.009 -3.193 0.315
C -0.724 1.035 0.510 -0.878
C -0.069 0.027 -0.448 1.363
C 1.365 0.419 -0.793 -0.064
O -0.147 -1.290 0.055 -0.246
H -1.757 0.789 0.723 -0.304
H -0.741 2.029 0.077 0.533
H -0.102 1.184 1.430 -0.034
H -0.672 0.051 -1.348 -0.157
H 1.427 1.403 -1.246 0.297
H 1.853 -0.320 -1.441 0.215
H 1.973 0.427 0.091 -0.735
H 0.203 -1.382 0.990 0.037
```

Q) Computed, not measured: a cluster of 8 separate species, C28H76N4O8 in total, with the ωB97M-V functional and the def2-TZVPD basis.

HOMO energy, eV: -9.22
Orbital gap, Eh: 0.353
Structure (SMILES): COC[C@H](C)N.COC[C@H](C)N.COC[C@H](C)N.COC[C@H](C)N.CC(C)O.CC(C)O.CC(C)O.CC(C)O

```
116
Properties=species:S:1:pos:R:3:mulliken_charge:R:1
C 2.989 -0.894 2.811 -0.282
O 2.763 -0.024 3.912 -0.367
C 3.924 0.781 4.123 -0.123
C 3.725 1.819 5.251 0.347
C 4.911 2.715 5.572 -1.488
N 3.361 1.203 6.491 -0.745
H 3.999 -1.291 2.700 0.362
H 2.720 -0.423 1.866 -0.125
H 2.248 -1.684 2.936 0.214
H 4.766 0.154 4.416 0.413
H 4.231 1.312 3.222 -0.092
H 2.936 2.515 4.967 0.231
H 5.823 2.159 5.789 0.335
H 4.760 3.406 6.401 0.381
H 5.004 3.341 4.685 0.343
H 2.540 0.636 6.332 0.292
H 4.017 0.501 6.803 0.278
C 1.739 -2.998 -3.616 -0.614
O 2.195 -3.945 -4.547 -0.439
C 2.757 -3.333 -5.702 -0.693
C 4.201 -2.812 -5.518 0.629
C 4.684 -2.239 -6.820 -1.655
N 5.113 -3.934 -5.212 -0.717
H 1.280 -3.609 -2.839 0.227
H 0.945 -2.294 -3.867 0.325
H 2.620 -2.498 -3.214 0.297
H 2.859 -4.164 -6.400 0.313
H 2.096 -2.583 -6.136 0.367
H 4.333 -2.103 -4.701 0.150
H 4.167 -1.326 -7.117 0.405
H 4.569 -2.873 -7.699 0.363
H 5.727 -1.979 -6.640 0.429
H 4.568 -4.528 -4.604 0.293
H 5.137 -4.381 -6.118 0.329
C -3.695 4.739 -5.053 -0.806
O -3.445 3.911 -3.955 -0.270
C -4.066 2.644 -4.060 -1.021
C -3.344 1.786 -3.050 1.358
C -1.881 1.510 -3.301 -1.034
N -3.935 0.526 -2.768 -0.707
H -3.277 5.701 -4.755 0.223
H -4.747 4.833 -5.323 0.313
H -3.190 4.321 -5.923 0.327
H -5.109 2.637 -3.742 0.391
H -3.971 2.159 -5.031 0.376
H -3.402 2.400 -2.151 -0.362
H -1.301 2.414 -3.486 0.437
H -1.709 0.941 -4.215 0.421
H -1.391 1.086 -2.425 -0.015
H -3.700 -0.115 -3.511 0.355
H -3.475 0.027 -2.020 0.044
C 1.788 2.661 1.346 -1.136
O 2.794 1.851 0.756 0.274
C 3.285 2.358 -0.477 -1.044
C 4.230 1.352 -1.090 0.617
C 3.663 -0.036 -1.267 -1.239
N 5.364 1.313 -0.113 -0.908
H 2.214 3.545 1.820 0.361
H 1.350 2.087 2.163 0.236
H 1.030 2.965 0.625 0.390
H 2.494 2.520 -1.210 0.365
H 3.689 3.364 -0.358 0.407
H 4.592 1.846 -1.992 0.519
H 4.449 -0.621 -1.745 0.346
H 2.839 -0.154 -1.971 0.349
H 3.408 -0.514 -0.321 -0.105
H 5.748 2.246 -0.065 0.316
H 4.882 1.267 0.773 0.308
C -2.726 2.461 0.858 -1.114
C -3.112 3.535 1.785 0.405
C -2.058 4.615 1.934 -1.477
O -4.327 4.089 1.270 -0.587
H -1.886 1.821 1.131 0.160
H -2.426 2.828 -0.123 0.399
H -3.545 1.762 0.689 0.374
H -3.309 3.133 2.779 0.369
H -1.236 4.298 2.576 0.324
H -2.511 5.462 2.449 0.369
H -1.637 4.859 0.959 0.325
H -4.188 4.291 0.342 0.357
C -2.512 -4.949 1.228 -1.269
C -1.730 -4.295 2.354 0.935
C -1.359 -5.305 3.462 -1.576
O -0.575 -3.795 1.783 -0.631
H -1.934 -5.704 0.696 0.354
H -2.877 -4.314 0.421 0.268
H -3.357 -5.453 1.697 0.354
H -2.391 -3.554 2.804 -0.062
H -2.274 -5.652 3.941 0.401
H -0.600 -4.887 4.123 0.432
H -1.010 -6.235 3.013 0.394
H 0.223 -4.219 2.106 0.332
C -5.643 -0.914 2.332 -1.306
C -4.668 -0.115 3.203 1.657
C -5.080 0.262 4.631 -1.549
O -3.484 -0.858 3.274 -0.470
H -5.955 -1.784 2.910 0.307
H -5.114 -1.360 1.490 0.343
H -6.445 -0.283 1.950 0.362
H -4.426 0.790 2.646 -0.551
H -5.763 1.110 4.573 0.367
H -4.176 0.544 5.169 0.386
H -5.463 -0.598 5.180 0.383
H -3.220 -1.045 2.370 0.211
C -0.202 -0.495 0.405 -1.565
C -1.563 -0.928 -0.247 1.932
C -1.506 -1.843 -1.453 -1.552
O -2.207 -1.661 0.786 -0.311
H 0.340 0.153 -0.283 0.363
H 0.505 -1.309 0.564 0.520
H -0.350 -0.056 1.392 0.439
H -2.251 -0.107 -0.450 -0.826
H -0.640 -2.501 -1.367 0.382
H -1.211 -1.212 -2.292 0.255
H -2.389 -2.409 -1.750 0.411
H -1.619 -2.370 1.056 -0.095
```

Least stable structure: Q)

P) Computed, not measured: a cluster of 3 separate species, C3H13N2O3 in total, with the ωB97M-V functional and the def2-TZVPD basis.

HOMO energy, eV: -13.86
Orbital gap, Eh: 0.399
Net charge: +1

```
21
Properties=species:S:1:pos:R:3:mulliken_charge:R:1
O 0.239 -0.300 1.974 -0.608
C 0.703 -0.290 0.858 0.687
N 1.822 -0.920 0.467 -0.342
C 0.120 0.611 -0.244 -1.084
N -1.004 1.405 0.335 -0.073
C -0.502 2.475 1.226 -0.822
H 2.283 -1.639 0.996 0.263
H 2.063 -0.931 -0.503 0.193
H 0.954 1.262 -0.523 0.493
H -0.036 0.142 -1.217 0.474
H -1.634 0.709 0.752 0.399
H -1.471 1.735 -0.508 0.366
H 0.102 2.033 2.013 0.350
H -1.302 2.975 1.781 0.354
H 0.016 3.209 0.619 0.342
H 1.232 -1.625 -2.911 0.302
H 1.202 -2.988 -2.115 0.291
O 1.065 -2.039 -2.076 -0.595
H -2.667 -1.977 0.069 0.288
H -1.397 -2.209 -0.843 0.286
O -1.788 -1.638 -0.150 -0.565
```

Q) Computed, not measured: a cluster of 3 separate species, C3H13N2O3 in total, with the ωB97M-V functional and the def2-TZVPD basis.

HOMO energy, eV: -14.50
Orbital gap, Eh: 0.422
Net charge: +1

```
21
Properties=species:S:1:pos:R:3:mulliken_charge:R:1
C 1.504 -0.436 1.055 -0.588
C 0.215 -0.827 1.760 -0.691
C -1.008 -0.685 0.892 0.536
N -2.186 -0.858 1.502 -0.351
O -0.911 -0.433 -0.306 -0.651
N 1.366 0.869 0.361 -0.256
H 1.833 -1.149 0.336 0.339
H 2.283 -0.367 1.812 0.354
H 0.280 -1.897 1.939 0.375
H 0.090 -0.385 2.744 0.423
H -2.225 -1.185 2.452 0.203
H -3.041 -0.862 0.967 0.270
H 1.321 1.662 0.998 0.341
H 0.532 0.852 -0.259 0.346
H 2.141 1.045 -0.281 0.362
H -0.303 -0.942 -3.287 0.337
H -1.535 -0.201 -2.769 0.336
O -0.768 -0.100 -3.349 -0.699
H 0.047 1.226 -2.444 0.397
H -0.096 2.709 -2.186 0.313
O 0.463 1.964 -1.937 -0.696
```

R) Computed, not measured: a cluster of 3 separate species, C3H13N2O3 in total, with the ωB97M-V functional and the def2-TZVPD basis.

HOMO energy, eV: -13.91
Orbital gap, Eh: 0.396
Net charge: +1

```
21
Properties=species:S:1:pos:R:3:mulliken_charge:R:1
C 0.039 -1.241 0.775 -0.627
C 1.400 -1.089 0.208 -0.629
C 1.844 0.411 0.461 0.593
N 2.512 0.957 -0.547 -0.340
O 1.302 1.183 1.284 -0.636
N -0.741 -0.156 0.184 -0.381
H 0.091 -1.356 1.840 0.385
H -0.573 -2.184 0.588 0.361
H 1.947 -1.655 0.909 0.337
H 1.521 -1.422 -0.852 0.314
H 3.187 0.441 -0.954 0.190
H 2.432 1.947 -0.742 0.234
H -0.716 -0.348 -0.868 0.399
H -0.333 0.918 0.196 0.456
H -1.644 -0.098 0.646 0.343
H -1.815 2.956 -0.416 0.297
H -0.864 2.871 0.767 0.324
O -1.178 2.321 0.021 -0.640
H -3.050 -1.068 -0.406 0.318
H -2.889 -1.956 -1.910 0.319
O -2.474 -1.430 -1.184 -0.618
```

Least stable structure: R)